# 1
C6H8O2 | ωB97M-V/def2-TZVPD

For the HOMO-LUMO gap, the calculation gives 10.46 eV. The calculation puts the LUMO energy at 0.03512 Ha. The energy above the lowest of the compared OMol25 structures with the same formula, charge and spin is 705.7 kJ/mol.

Structure (XYZ):
```
16
C6H8O2, DFT ωB97M-V/def2-TZVPD
C -2.30 -0.52 0.04
C -0.79 0.04 -0.30
C 0.03 0.65 0.89
C 1.32 -0.09 0.81
C 1.58 0.44 -0.71
C 0.29 -0.54 -0.85
H -2.81 0.18 0.88
H -2.89 -0.45 -1.00
H -2.59 -1.47 0.50
H -0.53 0.68 1.77
H 2.07 -0.03 1.80
H 2.64 0.27 -1.08
H 1.61 1.76 -0.66
H 0.08 -1.15 -1.65
O -0.67 1.42 -0.22
O 0.87 -1.38 0.24
```

---

# 2
C48H53As2N7S2V | ωB97M-V/def2-TZVPD

For the HOMO-LUMO gap (alpha / beta), the calculation gives 6.12 / 7.69 eV. Its total charge is +2. Its spin multiplicity is 4. The calculation puts the LUMO energy (alpha / beta) at -0.18178 / -0.18781 Ha. The energy above the lowest of the compared OMol25 structures with the same formula, charge and spin is 81.8 kJ/mol.

Structure (XYZ):
```
113
C48H53As2N7S2V, DFT ωB97M-V/def2-TZVPD
V 0.11 0.01 0.24
C -1.33 -0.38 5.62
N -0.65 0.29 4.51
C 0.20 1.43 4.83
C -0.75 -0.13 3.24
N -0.02 0.33 2.27
N -1.73 -1.07 3.01
C -2.05 -1.67 1.81
N -3.11 -2.51 1.87
N -1.39 -1.44 0.73
H -0.77 -0.18 6.54
H -1.33 -1.46 5.49
H -2.35 -0.01 5.76
H -0.10 1.83 5.80
H 0.07 2.22 4.10
H 1.26 1.14 4.88
H 0.65 1.01 2.61
H -2.35 -1.27 3.78
H -3.55 -2.75 2.74
H -3.41 -3.00 1.05
H -1.78 -1.95 -0.06
S 0.82 2.23 -0.23
C -0.33 2.89 -1.36
N 0.00 3.98 -2.09
C -0.86 4.34 -3.21
C -2.31 4.21 -2.80
N -2.56 2.89 -2.26
C -3.84 2.27 -2.62
C -3.80 1.76 -4.04
C -3.03 0.63 -4.35
C -2.95 0.18 -5.65
C -3.62 0.85 -6.67
C -4.38 1.97 -6.37
C -4.47 2.42 -5.06
C -1.60 2.29 -1.52
S -1.95 0.81 -0.67
C 1.32 4.62 -2.06
C 2.25 4.10 -3.13
C 3.19 3.12 -2.82
C 4.04 2.63 -3.80
C 3.95 3.10 -5.10
C 3.03 4.09 -5.42
C 2.19 4.59 -4.43
H -0.65 3.69 -4.07
H -0.64 5.36 -3.50
H -2.94 4.34 -3.68
H -2.58 4.97 -2.07
H -4.62 3.01 -2.50
H -4.04 1.47 -1.91
H -2.52 0.11 -3.55
H -2.36 -0.70 -5.89
H -3.55 0.49 -7.69
H -4.91 2.49 -7.16
H -5.08 3.28 -4.83
H 1.75 4.47 -1.07
H 1.15 5.70 -2.18
H 3.27 2.76 -1.80
H 4.78 1.88 -3.55
H 4.62 2.72 -5.87
H 2.97 4.48 -6.42
H 1.50 5.39 -4.68
C 3.09 -3.05 0.07
C 3.83 -1.79 0.48
As 2.79 -0.20 -0.03
C 2.62 -0.52 -1.94
C 1.35 -0.49 -2.49
C 1.14 -0.67 -3.85
C 2.22 -0.92 -4.68
C 3.49 -1.01 -4.14
C 3.69 -0.82 -2.78
C 4.07 1.22 0.26
C 5.27 1.30 -0.46
C 6.16 2.33 -0.22
C 5.88 3.28 0.75
C 4.71 3.20 1.48
C 3.81 2.17 1.24
As 1.15 -2.79 0.24
C 0.36 -4.24 -0.75
C 0.71 -5.56 -0.49
C 0.15 -6.59 -1.24
C -0.77 -6.29 -2.24
C -1.11 -4.97 -2.51
C -0.54 -3.95 -1.76
C 0.84 -3.26 2.10
C 1.54 -2.59 3.09
C 1.31 -2.87 4.43
C 0.36 -3.81 4.79
C -0.36 -4.47 3.80
C -0.12 -4.20 2.46
H 3.40 -3.92 0.65
H 3.25 -3.27 -0.99
H 4.79 -1.70 -0.02
H 4.02 -1.73 1.55
H 0.44 -0.34 -1.90
H 0.13 -0.62 -4.26
H 2.07 -1.06 -5.74
H 4.34 -1.23 -4.78
H 4.70 -0.91 -2.39
H 5.51 0.56 -1.21
H 7.08 2.38 -0.79
H 6.58 4.09 0.93
H 4.50 3.94 2.24
H 2.89 2.14 1.81
H 1.42 -5.81 0.30
H 0.42 -7.61 -1.04
H -1.20 -7.09 -2.83
H -1.81 -4.74 -3.30
H -0.79 -2.92 -2.00
H 2.29 -1.84 2.83
H 1.89 -2.36 5.19
H 0.20 -4.05 5.83
H -1.09 -5.22 4.08
H -0.67 -4.74 1.71
```

---

# 3
C7H12NaO6S2 | ωB97M-V/def2-TZVPD

For the HOMO-LUMO gap, the calculation gives 7.49 eV. Its total charge is +1. The calculation puts the LUMO energy at -0.17791 Ha.

Structure (XYZ):
```
28
C7H12NaO6S2, DFT ωB97M-V/def2-TZVPD
O -0.24 -2.61 1.22
C -0.93 -1.61 1.35
O -2.26 -1.68 1.35
C -0.36 -0.23 1.53
C -0.39 0.61 0.23
C 0.93 1.32 -0.04
C 2.21 0.49 -0.22
C 2.45 -0.11 -1.59
S 1.66 -1.72 -1.89
C -1.14 0.04 -0.97
O -2.51 0.34 -0.81
S -2.61 1.84 -0.23
O -3.71 1.95 0.65
O -2.49 2.73 -1.33
O -1.28 1.74 0.61
H -2.58 -2.23 0.62
H -0.93 0.27 2.31
H 0.66 -0.35 1.90
H 0.77 2.00 -0.87
H 1.09 1.94 0.85
H 2.31 -0.28 0.54
H 3.03 1.18 -0.03
H 2.21 0.59 -2.39
H 3.52 -0.31 -1.68
H 1.03 -1.92 -0.73
H -1.04 -1.03 -1.12
H -0.74 0.50 -1.88
Na 1.34 -3.45 2.63
```